A gas-phase ion, C5H11IN (charge +1) in a non-equilibrium geometry, computed with ωB97M-V with the def2-TZVPD basis set.

XYZ file:
```
18
Properties=species:S:1:pos:R:3:forces:R:3:nbo_charge:R:1
I -3.35332 -0.05913 0.18232 -0.03 0.01 -0.13 0.2161
N -0.63617 -0.39653 -1.19480 -0.14 0.48 1.00 -0.5805
C 2.05703 1.95097 0.06248 2.94 8.12 0.38 -0.3121
C -1.92327 -1.20245 -0.87311 2.14 -0.25 2.22 -0.4057
C 0.23186 0.24521 0.14039 -0.72 1.69 0.50 -0.1029
C 0.08704 -0.56705 1.39549 -0.94 -1.94 0.76 -0.6657
C 1.70699 0.65507 0.00670 -5.08 -8.05 -0.98 -0.0757
H 1.34658 2.75331 0.17464 -0.12 -0.03 0.06 0.1855
H -0.08620 -1.08021 -1.72148 0.39 0.50 -0.03 0.4275
H -0.98925 -0.66022 1.89182 2.36 0.30 -1.26 0.2503
H -0.90294 0.42080 -1.81862 0.60 -1.24 0.88 0.4392
H 2.40895 -0.15315 -0.00282 0.27 -0.29 0.09 0.1996
H -1.60432 -2.13601 -0.20556 -0.83 1.99 -1.92 0.2712
H -2.26306 -1.34188 -1.86098 -0.93 -1.10 -0.75 0.2337
H 0.50675 -1.54575 1.16248 -0.24 -0.52 0.42 0.2206
H 0.81418 -0.17596 2.12239 -0.56 0.17 0.01 0.2678
H -0.50396 1.05243 0.39488 1.18 0.22 -1.07 0.2295
H 3.10311 2.24054 0.14379 -0.31 -0.06 -0.17 0.2015
```
Forces are in eV/Å.

As for the net charge: +1. Its multiplicity is 3. For the highest occupied orbital energy (alpha / beta), the calculation gives -9.90 / -13.79 eV. The calculated total energy is -14941.057 eV. The calculation puts the relative energy (zero: lowest compared OMol25 entry of this formula, charge and spin) at 57.6 kcal per mole. The HOMO-LUMO gap (alpha / beta) comes out at 6.417 / 7.199 eV.

A single C5H7F2N molecule in a non-equilibrium geometry, computed with ωB97M-V with the def2-TZVPD basis set.

XYZ file:
```
15
Properties=species:S:1:pos:R:3:forces:R:3:nbo_charge:R:1
F -1.23364 1.44673 -1.04102 1.92 -0.81 -0.81 -0.3975
F 0.23751 0.06824 -2.13486 -0.95 -1.17 -2.03 -0.2988
N 1.43420 0.01279 0.53531 0.86 -0.13 -0.32 -0.6213
C -0.70151 -0.52924 0.07319 1.16 -2.61 -0.89 -0.0633
C 1.08896 1.08642 -0.42249 1.71 0.33 3.59 -0.3025
C -0.08741 0.50100 -0.94971 -5.24 1.00 1.14 0.6743
C -1.79582 -1.23994 -0.16899 -2.72 2.76 -1.95 -0.3931
C 0.27216 -0.69633 1.17134 0.59 3.52 0.16 -0.2652
H -2.47599 -1.99844 0.45267 2.09 1.89 -1.54 0.2463
H 1.06272 1.98056 0.17467 -1.12 0.89 -0.16 0.1973
H 1.87773 1.25981 -1.12403 0.32 -0.36 -0.71 0.2190
H -0.33337 -0.19327 1.99462 1.45 -0.12 -0.06 0.1798
H 0.66939 -1.61080 1.52000 -0.29 -1.35 0.03 0.2238
H 2.22215 0.41394 0.99265 0.33 -0.74 1.53 0.3705
H -2.23708 -0.50147 -1.07333 -0.09 -3.11 2.02 0.2307
```
Forces are in eV/Å.

As for the net charge: 0. For the highest occupied orbital energy, the calculation gives -9.04 eV. The calculated total energy is -12220.260 eV. The calculation puts the relative energy (zero: lowest compared OMol25 entry of this formula, charge and spin) at 55.9 kcal per mole. The HOMO-LUMO gap comes out at 9.985 eV.

A molecular structure, C38H57NP3PtSi, computed with ωB97M-V with the def2-TZVPD basis set.

XYZ file:
```
101
Properties=species:S:1:pos:R:3:forces:R:3:lowdin_charge:R:1
Pt -0.07760 -0.45979 0.58200 0.47 0.13 0.70 0.6154
P 0.22209 -0.82901 -2.68737 -0.29 0.23 0.01 1.0501
P -2.13079 -1.46367 0.68625 -0.20 -0.20 -0.09 0.8829
P 0.16603 1.16033 2.37621 -0.14 -0.02 -0.15 0.9496
Si -1.07840 1.24533 -0.56665 0.02 0.02 -0.56 0.4673
N 1.83221 -1.50915 1.55572 -0.02 -0.09 -0.42 0.0856
C -5.34828 -0.39948 -1.61474 -0.05 0.05 -0.05 -0.0575
C 4.37115 -2.03877 1.75855 -0.10 -0.02 0.04 -0.0182
C 0.68059 0.93295 -2.83033 -0.11 0.08 0.12 -0.3798
C 1.93323 2.75875 -3.81089 -0.02 0.02 0.00 -0.0630
C -0.04850 1.85005 -2.03751 0.03 -0.10 0.00 -0.2809
C 0.91872 1.22252 5.20094 0.07 0.02 0.00 -0.1068
C -1.51366 1.15825 4.70222 -0.14 0.05 -0.03 -0.1100
C 1.66610 1.40279 -3.68987 0.06 0.03 -0.07 -0.0954
C -1.86587 -3.53801 -1.18402 0.03 0.05 -0.12 -0.1183
C -4.94876 0.83180 -2.11789 -0.03 -0.04 -0.01 -0.0615
C -2.26732 -1.00429 -4.00365 -0.06 0.01 -0.01 -0.1122
C 2.20201 3.08987 2.86263 0.10 0.12 0.02 -0.0995
C -0.81045 2.62212 1.91429 0.04 0.01 0.08 -0.3590
C 1.70395 -1.87946 -3.00355 -0.09 -0.26 -0.08 -0.5588
C -0.76873 -1.14538 -4.23602 0.04 -0.17 -0.04 -0.5302
C -3.27660 -4.12245 0.77908 -0.01 0.00 0.06 -0.0956
C 2.95090 -1.74417 1.64786 -0.11 -0.01 0.08 -0.2154
C 2.80396 -1.57337 -2.00638 0.34 0.04 -0.05 -0.1306
C -0.99248 3.67796 2.81114 0.06 -0.06 0.02 -0.0984
C -0.37882 -0.31244 -5.45436 0.02 0.07 -0.03 -0.1088
C -3.23451 -0.60707 -0.47671 0.03 0.00 0.01 -0.3595
C -2.09780 -3.27122 0.29787 -0.01 -0.22 0.15 -0.5152
C -4.41855 -1.33022 2.44678 -0.06 0.00 -0.02 -0.0828
C -3.69399 1.32839 -1.81276 0.04 0.02 -0.05 -0.1002
C -2.80447 0.61898 -1.00376 -0.13 -0.06 -0.02 -0.2816
C 0.21812 3.20987 -2.19927 0.04 0.13 0.01 -0.0982
C -2.18837 -2.05952 3.39392 0.03 -0.03 0.12 -0.1115
C -0.12797 0.77178 4.17969 0.08 -0.12 0.12 -0.5067
C -4.49801 -1.11180 -0.78960 0.04 0.03 -0.01 -0.0953
C 2.37555 1.79782 0.76364 0.02 0.03 -0.09 -0.1305
C -1.34464 2.68709 0.62179 -0.07 0.02 0.12 -0.2680
C -1.73165 4.78642 2.45045 -0.07 0.05 -0.08 -0.0567
C -2.89920 -1.22590 2.33493 -0.09 0.24 0.01 -0.5333
C 1.92027 1.73242 2.22117 0.17 -0.06 0.14 -0.5363
C 2.26771 -2.03104 -4.41466 0.04 -0.06 -0.11 -0.1057
C -2.09631 3.81602 0.28552 -0.02 0.05 -0.02 -0.0930
C 1.19201 3.66747 -3.07626 0.00 -0.04 0.00 -0.0681
C -2.29362 4.85166 1.18098 0.03 0.03 0.08 -0.0573
H 4.71050 -2.51874 0.84109 0.01 0.01 0.03 0.0943
H 3.60345 -2.30696 -2.13314 0.08 0.03 0.11 0.0810
H -0.69926 0.72044 -5.31337 0.01 0.05 0.00 0.0844
H -5.61311 1.39595 -2.75870 -0.02 0.01 -0.01 0.1119
H 4.52790 -2.70716 2.60401 0.08 0.01 -0.03 0.0970
H 1.27791 -2.85986 -2.73697 0.12 0.03 -0.01 0.1009
H -2.63875 -0.17012 2.49171 -0.05 -0.13 0.04 0.0662
H -0.55531 -2.20392 -4.43776 -0.03 0.05 0.00 0.1026
H 4.92228 -1.11223 1.91227 0.02 -0.02 0.00 0.0959
H -4.79293 -2.33177 2.24223 0.02 -0.04 -0.01 0.0694
H 2.50253 0.95522 2.73307 -0.04 0.07 -0.01 0.0865
H -0.08423 -0.32188 4.15140 0.01 0.04 -0.01 0.0728
H -2.32102 1.04984 3.97882 0.06 -0.03 -0.02 0.0622
H 2.73802 -1.12474 -4.79015 0.02 0.05 0.03 0.0638
H 0.74054 0.69928 6.14127 -0.04 -0.03 0.02 0.0884
H -0.54514 3.64123 3.79478 0.02 0.00 0.02 0.0974
H -1.06813 -2.92323 -1.59741 0.03 0.03 0.01 0.0142
H -6.32482 -0.79599 -1.85783 -0.01 -0.01 -0.01 0.1118
H 2.44735 -1.61523 -0.98190 -0.11 -0.01 0.13 0.0198
H -1.60332 -4.58684 -1.32230 -0.01 -0.05 -0.02 0.0885
H -1.10244 -2.01569 3.30080 0.03 0.03 -0.05 0.0530
H -1.53043 2.19424 5.03710 0.01 0.00 0.00 0.0716
H -3.39553 2.27497 -2.24697 0.06 0.05 0.00 0.1054
H -4.19369 -3.89153 0.24013 -0.02 0.02 -0.03 0.0689
H 0.83903 2.28830 5.41079 -0.01 0.02 0.02 0.0699
H 3.42631 2.09395 0.74064 0.04 -0.01 -0.04 0.0873
H -4.83391 -2.05412 -0.38239 0.01 -0.04 0.02 0.0924
H -3.05137 -5.17171 0.58251 0.02 -0.02 -0.02 0.0890
H -1.75116 0.53837 5.56687 -0.02 -0.03 0.03 0.0872
H -1.87120 5.59683 3.15199 0.00 0.03 0.02 0.1116
H -1.20200 -3.60280 0.84055 -0.08 0.05 0.01 0.1051
H -2.46572 -1.69761 4.38408 0.03 0.02 0.06 0.0819
H 1.94406 1.00973 4.90216 0.00 -0.03 -0.03 0.0702
H -0.31374 3.94164 -1.60616 -0.04 0.01 0.04 0.0875
H 1.66249 3.87808 2.33739 -0.01 0.00 -0.02 0.0818
H 0.68824 -0.29447 -5.66813 -0.04 -0.07 0.03 0.0544
H 2.70625 3.09895 -4.48625 0.03 0.01 -0.01 0.1088
H -2.88009 5.71310 0.89211 -0.02 0.02 -0.01 0.1110
H 2.26365 0.85818 0.21908 0.02 0.00 0.05 0.0223
H 1.38116 4.72848 -3.16833 0.00 0.03 -0.01 0.1081
H 2.23682 0.70933 -4.28797 0.02 -0.01 -0.01 0.0825
H -4.71448 -1.07853 3.46630 0.00 0.02 0.04 0.0875
H 1.95293 3.15229 3.91766 -0.04 -0.03 -0.03 0.0530
H -0.89038 -0.69727 -6.33714 -0.04 -0.03 -0.06 0.0863
H -2.63100 -1.59287 -3.16256 0.04 0.01 0.01 0.0469
H 1.81438 2.55550 0.21330 -0.04 0.01 -0.02 0.0753
H -4.92334 -0.63654 1.77669 0.02 0.01 0.00 0.0735
H -3.47559 -4.02882 1.84231 0.00 0.00 0.02 0.0508
H -2.80320 -1.31644 -4.90025 -0.07 -0.04 -0.05 0.0874
H -2.77312 -3.34338 -1.75777 -0.02 0.01 0.00 0.0740
H 3.04245 -2.80091 -4.40694 0.00 -0.04 0.02 0.0834
H -2.52587 0.03603 -3.82036 -0.03 0.09 0.03 0.0665
H 1.51422 -2.34184 -5.13654 0.01 0.01 0.02 0.0679
H 3.23197 -0.58137 -2.17140 -0.01 0.00 -0.03 0.0794
H 3.26708 3.31112 2.76928 0.02 0.00 -0.01 0.0888
H -2.54241 3.89917 -0.69701 -0.03 -0.05 -0.08 0.0993
H -2.47853 -3.10703 3.34768 -0.03 -0.05 -0.02 0.0700
```
Forces are in eV/Å.

As for the net charge: +1. Its multiplicity is 3. For the highest occupied orbital energy (alpha / beta), the calculation gives -7.89 / -10.43 eV. The calculated total energy is -80808.738 eV. The HOMO-LUMO gap (alpha / beta) comes out at 5.961 / 7.093 eV.

A gas-phase ion, C4H11N2O2 (charge +1) in a non-equilibrium geometry, computed with ωB97M-V with the def2-TZVPD basis set.

XYZ file:
```
19
Properties=species:S:1:pos:R:3:forces:R:3:nbo_charge:R:1
O 1.51535 -1.65233 -0.03083 0.46 0.24 0.06 -0.6117
O 1.97802 0.55569 -0.02277 -0.44 0.49 -0.29 -0.3298
N -0.96962 -1.46700 0.06999 0.26 -0.54 0.00 -0.7051
N 3.36847 0.33782 0.10001 0.74 -0.48 0.64 -0.4874
C 1.19502 -0.47850 -0.00588 -0.39 -0.59 -0.09 0.7711
C -0.72854 0.64952 -1.19937 0.01 -0.02 0.02 -0.6305
C -0.62296 0.63888 1.33245 -0.01 -0.01 -0.01 -0.6312
C -0.31042 -0.11429 0.04813 0.42 0.60 0.01 0.0372
H -0.32483 0.06656 2.20837 0.02 -0.06 0.12 0.2333
H 3.82898 1.02750 -0.48639 -0.39 -0.09 -0.15 0.3797
H -1.68470 0.86630 1.39307 -0.11 0.01 0.00 0.2354
H -1.49542 -1.63339 0.93380 0.08 0.03 -0.23 0.4451
H -1.79015 0.88294 -1.16600 -0.11 0.00 0.02 0.2364
H -0.18288 1.58730 -1.25445 0.04 0.03 0.02 0.2619
H -1.57880 -1.62422 -0.73881 0.11 0.03 0.22 0.4445
H -0.12834 -2.12603 0.02754 -0.53 0.21 0.02 0.4798
H -0.07676 1.57787 1.34886 0.03 0.03 -0.03 0.2640
H 3.59240 -0.61494 -0.18717 -0.21 0.16 -0.19 0.3759
H -0.51302 0.08208 -2.10240 0.02 -0.05 -0.12 0.2313
```
Forces are in eV/Å.

As for the net charge: +1. For the highest occupied orbital energy, the calculation gives -13.93 eV. The calculated total energy is -11394.105 eV. The calculation puts the relative energy (zero: lowest compared OMol25 entry of this formula, charge and spin) at 46.6 kcal per mole. The HOMO-LUMO gap comes out at 10.701 eV.